Here is a 10-piece molecular cluster, C26H70Br8O24P6 overall from the OMol25 dataset. Energies are from the ωB97M-V functional and the def2-TZVPD basis.

The geometry in XYZ format:
```
134
Properties=species:S:1:pos:R:3:mulliken_charge:R:1
H 3.89 8.03 -3.34 0.27
Br 3.62 7.26 3.29 -0.13
C 1.23 5.26 -7.37 -0.56
O -5.36 4.86 -0.79 -0.33
C 6.76 1.12 1.24 -0.62
H -2.33 -2.18 -2.60 0.36
H -8.59 6.17 1.05 0.26
H -1.68 0.93 -11.51 0.28
H -7.27 7.09 1.67 0.31
H -6.82 4.41 -2.11 0.27
H -3.34 2.67 2.39 0.19
Br 5.16 -4.39 5.76 -0.12
H 2.72 -10.72 -1.85 0.32
H -5.52 3.20 -1.81 0.28
H -4.24 -2.07 7.53 0.27
H 0.95 3.15 -3.31 0.27
C 0.53 3.80 -4.08 -0.67
H 0.58 6.14 -7.36 0.27
H 0.43 3.06 -4.87 0.33
H 2.09 -5.61 6.17 0.32
H -3.35 4.18 8.49 0.30
H 1.41 -9.72 -2.12 0.30
O -4.92 3.58 1.43 -0.24
C 0.12 -2.25 3.05 -0.79
C 3.08 -6.85 0.85 -0.65
H 4.31 -6.73 5.70 0.38
O 3.42 3.72 -5.15 -0.69
C 1.95 -10.17 -1.29 -0.76
O 1.05 -2.33 1.99 -0.13
H 4.13 6.94 5.70 0.40
C 2.77 -5.86 6.99 -0.49
H 6.16 -8.36 -2.55 0.24
Br 5.78 2.24 -0.03 -0.16
H 3.15 -6.51 -0.18 0.34
Br -1.44 -4.83 -1.86 -0.15
H -5.26 -0.35 -7.74 0.32
H 1.13 0.97 2.74 0.35
H 2.46 -6.75 7.53 0.36
C 3.76 6.20 4.99 -0.68
O -2.19 0.98 -9.52 -0.38
C -3.53 3.23 1.47 -0.65
H -2.72 -1.78 8.39 0.27
H 7.69 1.57 1.60 0.44
H 6.14 -0.82 0.64 0.24
O 4.51 -10.40 0.57 -0.69
H 2.03 0.20 3.99 0.31
H 0.61 -2.14 4.02 0.30
H 1.30 -10.89 -0.80 0.28
O -4.33 1.74 5.93 -0.22
C -3.35 -1.45 7.57 -0.65
H -0.35 -3.23 3.11 0.28
H -5.57 2.44 7.47 0.32
O 1.46 5.02 -4.22 -0.26
O -3.79 -0.12 7.83 -0.36
H 2.50 5.04 6.19 0.37
H 3.59 -6.06 1.40 0.30
H -2.83 4.07 1.49 0.33
H -2.70 -1.67 6.72 0.28
H -5.40 -0.16 -9.47 0.28
H -6.57 1.81 6.19 0.30
Br 1.38 7.45 6.03 -0.15
O 0.34 -0.19 0.53 -0.64
H -0.45 4.16 -3.78 0.27
C -5.59 2.24 6.40 -0.78
H 2.81 6.85 -2.83 0.26
O -3.73 -1.04 -8.99 -0.30
O 4.64 -8.39 -1.20 -0.28
H -0.86 -0.31 -10.58 0.28
H -8.20 5.96 2.77 0.24
H 2.35 7.86 -4.19 0.29
H 0.60 4.50 -6.91 0.23
H -5.67 -1.80 -8.68 0.23
H 7.68 -0.24 -0.19 0.38
C -7.78 6.13 1.78 -0.63
H 2.76 0.05 -1.15 0.30
H 2.09 -6.90 1.32 0.24
O -1.91 0.75 6.26 -0.62
H -0.69 -1.56 2.83 0.36
H 6.25 0.88 2.17 0.35
H 4.37 5.33 4.78 0.37
P -5.33 5.12 0.83 1.00
Br -4.76 -1.81 -3.13 -0.17
O 2.52 -0.36 1.94 -0.16
H -6.92 3.37 -0.71 0.31
O 2.35 5.76 -6.57 -0.33
P -2.60 -0.05 -8.26 1.11
C 3.19 7.31 -3.75 -0.59
C -1.28 -2.15 -7.36 -0.66
C 7.08 -0.28 0.72 -0.50
H -3.09 3.96 6.83 0.31
C -3.12 -4.11 -2.58 -0.57
O -1.33 -1.03 -8.15 -0.26
O -4.56 6.31 1.30 -0.66
H 6.52 -7.37 -1.24 0.26
H -3.42 -2.53 -1.16 0.37
P 2.74 5.03 -5.13 0.97
H -3.32 2.63 0.58 0.27
H -2.23 -2.61 -7.08 0.29
H 2.97 1.20 3.09 0.26
H 1.89 5.47 4.45 0.40
C 2.33 5.78 5.40 -0.59
H -0.45 1.42 -10.46 0.25
C -1.26 0.70 -10.53 -0.60
C 4.17 -5.99 6.50 -0.64
O -2.94 2.26 8.15 -0.29
Br 2.53 -4.42 8.38 -0.15
H -0.76 -2.97 -7.86 0.27
H -1.72 3.86 7.83 0.32
O -3.06 0.70 -7.07 -0.70
C -6.22 3.90 -1.35 -0.64
H -5.72 3.23 5.96 0.33
H -3.94 -4.65 -2.09 0.36
O 3.74 -8.03 1.16 -0.32
O -6.94 5.08 1.25 -0.30
C 2.76 -1.03 -1.26 -0.72
C -2.77 3.57 7.80 -0.76
C 2.10 0.55 2.96 -0.78
Br 8.31 -1.18 1.98 -0.15
H 4.81 -6.36 7.30 0.35
C -3.23 -2.67 -2.22 -0.57
O 2.35 -9.21 -0.31 -0.24
O 3.63 6.18 -4.48 -0.32
C -5.11 -0.87 -8.69 -0.68
H 1.54 4.93 -8.36 0.26
H -3.15 -4.39 -3.63 0.37
P -3.15 1.15 6.99 0.98
H 6.50 -9.19 -1.01 0.32
P 3.89 -9.18 0.04 0.99
P 1.44 -1.09 1.02 0.75
C 6.04 -8.32 -1.47 -0.65
O 2.40 -1.74 -0.10 -0.23
H 2.11 -1.30 -2.09 0.27
H -0.74 -1.80 -6.48 0.26
H 3.82 -1.22 -1.43 0.27
```

The total charge is 0. As for the multiplicity: 1. The calculation puts the total energy at -25478.9909 Eh. The value obtained for the relative energy (zero: lowest compared OMol25 entry of this formula, charge and spin) is 6.058 eV. The SMILES is COP(=O)(OC)OC.COP(=O)(OC)OC.COP(=O)(OC)OC.COP(=O)(OC)OC.COP(=O)(OC)OC.COP(=O)(OC)OC.BrCCBr.BrCCBr.BrCCBr.BrCCBr. The value obtained for the gap between HOMO and LUMO is 0.3745 hartree.

Here is a 13-piece molecular cluster, C26H70Cl8O18 overall from the OMol25 dataset. Energies are from the ωB97M-V functional and the def2-TZVPD basis.

The geometry in XYZ format:
```
122
Properties=species:S:1:pos:R:3:mulliken_charge:R:1
O 19.05 16.67 -11.37 -0.63
O 23.64 19.43 -11.55 -0.50
O 22.58 22.20 -18.16 -0.17
H 18.38 18.29 -15.42 0.32
H 23.68 20.00 -13.51 -0.43
C 28.72 20.80 -17.75 0.11
H 21.58 22.21 -19.97 -0.17
C 25.71 18.01 -20.15 0.76
H 21.02 16.30 -17.41 -0.56
C 18.45 20.34 -18.13 0.31
H 27.79 15.73 -16.01 0.28
H 17.34 18.60 -17.60 0.02
H 23.69 14.89 -15.45 -0.09
H 22.77 21.12 -12.35 0.48
H 22.76 23.16 -13.73 0.32
C 21.48 22.63 -18.97 0.74
C 21.46 24.10 -19.30 -0.95
H 24.27 14.27 -18.95 0.53
C 24.24 16.36 -12.94 1.36
Cl 21.25 18.73 -20.14 0.07
C 17.37 19.32 -18.42 -0.38
C 23.66 20.52 -12.55 0.25
O 28.94 17.77 -14.71 -0.56
O 19.55 15.11 -18.18 -0.75
H 24.83 15.46 -17.73 -0.32
H 22.55 24.84 -17.17 0.28
O 23.13 15.95 -18.82 -0.43
O 24.83 22.45 -11.32 -0.60
H 23.75 13.39 -16.87 0.49
H 21.91 25.10 -15.05 0.30
H 24.28 19.71 -15.99 -0.56
H 26.33 17.75 -17.19 -0.04
H 25.43 23.17 -11.52 0.33
H 19.78 17.10 -18.42 -0.38
O 22.00 18.45 -15.40 -0.19
H 23.76 17.50 -16.04 -0.61
H 25.26 21.86 -13.28 0.19
H 23.97 22.86 -14.99 -0.08
O 24.24 16.91 -11.56 -0.73
C 21.22 19.96 -21.50 -0.59
H 25.03 18.83 -22.05 0.35
H 20.06 15.08 -18.99 0.39
H 26.99 21.95 -17.85 0.21
H 25.10 18.65 -19.52 -0.73
H 25.91 17.04 -19.70 0.18
O 19.25 13.95 -12.40 -0.60
H 24.04 19.68 -17.74 0.19
O 19.22 18.00 -15.78 -0.67
H 23.28 22.12 -18.80 0.17
O 24.26 17.81 -16.80 1.50
H 24.73 16.96 -13.71 -0.63
H 25.80 20.82 -12.05 0.42
H 26.95 18.26 -14.39 0.01
H 18.80 16.37 -13.35 0.10
H 21.02 14.83 -11.84 0.43
H 20.56 20.77 -21.18 0.23
H 19.48 19.96 -18.15 -0.45
O 21.01 24.96 -18.31 -0.55
C 22.89 24.69 -15.26 -0.81
C 27.69 21.64 -17.08 -0.68
Cl 25.80 16.65 -22.55 -0.22
C 19.12 16.68 -16.37 -0.73
H 19.45 15.96 -15.62 0.10
C 27.61 17.40 -14.55 -0.08
H 23.04 19.62 -10.83 0.24
H 22.47 24.47 -19.51 0.42
H 25.89 15.10 -12.44 0.38
H 16.35 19.70 -18.48 0.46
H 27.57 16.71 -13.70 0.19
H 21.82 18.60 -17.36 -0.51
H 18.28 20.82 -17.17 0.53
H 20.42 16.99 -12.93 0.02
Cl 17.67 18.40 -19.90 -0.14
C 20.25 14.92 -12.61 -0.51
O 22.96 15.10 -16.03 -0.07
H 22.22 22.36 -16.33 -0.05
H 24.37 14.33 -12.23 0.39
H 29.34 21.32 -18.49 0.44
C 23.96 15.01 -18.21 0.42
H 20.71 20.06 -23.63 0.39
H 19.91 18.70 -22.73 0.29
C 19.95 16.38 -17.62 1.71
O 27.21 17.49 -16.91 -0.46
H 22.22 20.40 -21.59 0.36
C 20.80 19.33 -22.82 -0.56
H 20.09 24.76 -18.13 0.29
Cl 18.29 21.59 -19.43 -0.23
H 23.19 16.42 -13.24 -0.22
H 24.04 17.55 -21.32 -0.04
H 20.48 22.46 -18.58 -0.16
O 23.33 24.84 -16.61 -0.54
H 22.28 13.82 -17.60 0.24
H 22.94 16.58 -18.12 -0.16
C 23.17 14.26 -17.15 -0.96
C 24.90 15.03 -12.89 -0.85
H 20.78 24.33 -20.12 0.39
C 27.17 16.61 -15.80 0.58
C 25.06 17.90 -21.49 -0.07
H 18.07 16.50 -16.62 0.63
H 28.18 22.53 -16.70 0.42
C 23.83 19.15 -16.81 0.17
H 20.70 14.58 -13.55 0.19
H 23.61 25.25 -14.67 0.38
H 21.90 20.16 -16.68 0.29
H 28.97 18.44 -15.40 0.18
Cl 27.18 18.86 -20.16 -0.23
Cl 29.93 20.12 -16.59 -0.26
H 21.07 18.24 -15.32 -0.19
H 26.13 16.33 -15.64 -0.34
O 24.99 14.43 -14.21 -0.53
C 22.97 23.23 -14.80 0.40
Cl 22.09 18.22 -23.42 -0.18
C 24.95 21.45 -12.32 -0.42
Cl 26.73 20.81 -15.72 -0.02
H 19.07 13.81 -11.46 0.34
H 25.58 13.67 -14.18 0.24
H 18.93 17.62 -11.27 0.32
H 28.23 19.92 -18.17 -0.25
C 22.32 19.16 -16.57 0.49
O 21.93 22.63 -15.45 -0.38
C 19.61 16.33 -12.63 0.38
H 23.99 17.83 -11.64 0.55
```

The total charge is 0. As for the multiplicity: 1. The calculation puts the total energy at -6068.3124 Eh. The value obtained for the gap between HOMO and LUMO is 0.3291 hartree.

Here is C26H70N11O11P3Pb as an isolated structure from the OMol25 dataset. Energies are from the ωB97M-V functional and the def2-TZVPD basis.

The geometry in XYZ format:
```
122
Properties=species:S:1:pos:R:3:mulliken_charge:R:1
H -4.95 -2.26 6.64 0.29
H -3.51 -0.17 -2.17 0.15
H -2.43 1.91 3.27 -0.12
H 0.04 4.51 -0.41 0.18
H -1.38 -2.50 -0.17 0.05
H -1.80 2.98 4.53 0.35
H 4.71 2.16 -0.89 0.26
H -1.44 -2.19 -6.43 0.37
H -2.86 -4.96 -2.14 0.25
N 3.59 1.05 -5.02 0.28
H -2.28 3.31 -3.99 0.31
O 0.34 -1.82 -3.00 0.04
H -3.29 1.52 -1.56 0.12
O 1.10 -1.19 0.88 -0.27
H 4.02 3.33 3.59 0.33
C -3.37 1.68 6.58 -1.23
C -1.29 -4.58 -5.16 -0.99
O -0.32 2.51 -3.00 -0.71
H 2.89 -3.63 -2.80 0.19
H 0.09 -3.25 -0.57 0.07
H -0.39 -1.56 2.71 -0.36
N 3.30 2.36 1.90 0.94
N 1.61 4.23 1.02 0.16
H -4.96 0.81 -1.82 0.35
N 0.86 -4.25 -2.95 0.76
H -1.21 -4.27 -0.04 0.31
C 2.15 -1.74 0.39 0.38
P -3.00 -0.12 4.60 0.00
H -2.53 1.96 7.21 0.30
H 5.24 5.48 -0.15 0.34
H -0.30 -5.71 -1.91 0.32
H 2.40 -4.78 -4.16 0.37
N -3.79 0.26 -0.12 0.29
C -4.69 -0.72 0.40 -0.53
H 2.25 0.62 1.64 -0.29
H 1.79 1.94 -4.26 0.23
C 0.73 3.95 2.10 -1.04
H -3.44 -3.29 -1.63 -0.07
C -2.77 -3.86 -2.27 -1.04
H -1.14 -1.20 -4.99 0.14
P -0.32 -3.13 -3.18 -1.04
H -0.68 -2.31 4.23 0.37
H 0.98 -6.31 -2.87 0.37
O 2.60 0.64 -3.00 -0.68
C 0.69 -5.48 -2.21 -1.11
H -4.21 -3.20 5.41 0.35
C 3.13 1.00 2.20 -0.55
C 4.29 3.12 2.53 -1.24
H -2.67 -2.01 -5.25 0.31
O -3.93 -0.36 3.48 -0.87
H 4.45 4.07 2.07 0.33
H 4.22 -0.81 -5.68 0.30
C -1.61 -2.12 -5.36 -0.92
H -3.52 3.14 3.96 0.41
H 4.51 2.22 -6.39 0.32
H -0.41 -5.27 -5.01 0.23
H -4.36 -0.99 1.39 0.13
H 5.61 3.72 -1.15 0.38
O -1.35 0.64 -3.19 -0.35
O -1.79 1.40 0.17 -0.76
C 4.45 -0.05 -4.91 -0.93
H -3.02 -3.66 -3.28 0.37
H -2.15 -5.11 -4.71 0.24
N -3.28 -1.28 5.70 0.41
H 4.00 0.39 1.90 0.14
H 0.43 0.08 3.79 0.24
H -4.56 -1.61 -0.23 0.11
O 1.97 2.11 -0.46 0.23
C 4.65 3.20 -1.24 -0.98
C 3.54 1.72 -6.30 -0.94
H -2.09 -2.86 6.28 0.33
H -0.30 1.34 4.71 0.09
H -0.02 3.10 1.92 0.21
N -1.41 -3.54 -2.03 1.23
C 2.17 -3.89 -3.56 -1.19
H 2.04 -3.08 -4.26 0.38
C -2.74 2.45 4.19 -0.75
Pb 0.58 0.23 -1.39 2.54
H -2.88 -1.94 7.65 0.35
H -2.72 0.32 1.67 -0.43
H 5.23 2.61 2.48 0.38
H 3.66 6.01 -0.92 0.26
C 0.99 4.99 -0.08 -0.97
H -3.96 0.95 7.05 0.40
H 4.27 -0.49 -3.88 0.17
H -1.61 -4.48 -6.19 0.44
H 3.91 -2.26 0.90 0.34
H 0.25 4.88 2.37 0.49
C -1.16 -1.67 3.51 -0.61
H 0.14 -0.22 5.54 0.15
N -1.05 -3.25 -4.64 0.32
O 2.46 -1.85 -0.85 -0.55
H 4.30 3.24 -2.28 0.21
C -2.37 -1.86 6.69 -1.04
H -1.41 -1.32 6.77 0.20
H -4.09 2.53 6.60 0.37
P 2.63 3.03 0.54 -1.24
H 3.67 5.61 0.78 0.43
H -2.04 -2.20 3.14 0.39
C -0.99 -3.37 -0.66 -0.98
H -5.14 -1.77 4.90 0.27
H 3.02 0.95 3.28 0.42
H 5.47 0.32 -5.05 0.33
C -4.42 -2.17 5.66 -1.09
H 1.34 -5.47 -1.32 0.26
O 3.10 -2.27 1.39 -0.58
C 2.63 1.25 -4.07 -0.03
H 3.39 1.06 -7.15 0.28
C 4.12 5.34 -0.20 -1.14
O -2.45 2.39 -3.81 -0.50
C -2.68 0.65 0.61 0.99
H 2.75 2.46 -6.22 0.32
N -3.06 1.36 5.21 0.50
N 3.74 3.92 -0.33 0.51
H 1.70 5.10 -0.90 0.34
N -1.46 -0.36 4.04 1.00
H 1.30 3.72 3.01 0.25
C -0.26 0.22 4.59 -0.83
H 0.82 5.96 0.35 0.38
H -5.73 -0.43 0.53 0.25
C -1.34 1.87 -3.34 0.44
C -3.93 0.61 -1.48 -0.67
```

The total charge is 0. As for the multiplicity: 1. The calculation puts the total energy at -3679.7591 Eh. The value obtained for the gap between HOMO and LUMO is 0.3159 hartree.

Here is C26H71BFInN5O8 as an isolated structure from the OMol25 dataset. Energies are from the ωB97M-V functional and the def2-TZVPD basis.

The geometry in XYZ format:
```
113
Properties=species:S:1:pos:R:3:mulliken_charge:R:1
C 10.11 -1.54 2.69 0.78
H 1.52 4.36 -3.70 0.41
H 7.38 -3.49 0.96 0.34
H -10.31 5.41 -2.27 0.29
C 6.67 -2.93 0.34 -1.57
C -3.84 -5.45 -0.07 -0.74
N 0.09 3.21 -4.65 -0.76
H 1.42 3.20 -1.48 0.47
H -0.61 3.93 -4.51 0.33
H -2.70 -5.67 -1.83 0.37
H 11.41 -0.04 1.79 0.42
N -3.81 -3.94 -2.07 -0.69
H -5.57 2.76 1.45 -0.45
H 7.25 -2.24 -0.28 0.29
C 10.58 -0.09 2.51 -0.75
H -2.23 2.97 2.61 0.36
H -1.03 2.31 0.59 -0.33
O 4.66 -0.53 -0.30 -0.32
O 10.94 0.57 3.71 -0.39
C -3.71 -5.31 -1.59 0.41
H 0.99 1.42 1.38 0.28
H 11.58 -2.46 4.00 0.29
H 4.70 -1.72 -2.00 0.33
H 8.26 -1.16 3.41 0.24
H 3.98 -2.46 -0.06 0.44
H -4.38 -6.26 -3.40 0.37
H 6.22 -0.88 -1.65 0.26
H -5.20 -1.98 0.74 0.05
C 11.25 -2.52 2.96 -1.58
H -9.08 3.78 -3.03 0.41
H -4.67 -3.52 -1.74 0.29
O -0.21 2.05 -2.00 -0.43
H -6.72 -5.31 -0.48 0.25
C 5.70 -2.18 1.24 0.06
C 2.27 2.38 -3.96 -1.45
C 0.16 1.37 2.10 -0.86
N 6.43 -1.12 1.94 -0.49
H 5.82 -0.70 2.65 0.29
H -6.78 -5.09 1.28 0.24
H 12.34 -0.56 4.77 0.22
H -6.62 4.29 -0.34 0.14
H -2.96 -4.98 0.39 0.33
O 1.61 -0.52 2.73 -0.50
In -4.12 2.05 0.77 1.03
H -5.69 -5.73 -2.36 0.27
H 1.89 1.37 -4.15 0.27
H 9.41 -1.29 4.57 0.31
H 0.71 0.28 -2.61 0.28
H -9.46 2.10 -2.61 0.35
C 0.29 0.03 2.84 -0.32
H 3.74 -1.34 1.29 -0.15
N 9.07 -1.70 3.70 -0.66
H -1.40 0.63 0.82 -0.16
H 0.10 0.13 3.90 0.31
H 4.82 0.04 -2.24 0.16
H -0.44 -0.67 2.43 0.24
C 1.14 3.34 -3.63 0.20
H 0.31 2.21 2.79 0.28
H -4.78 -7.18 -1.94 0.35
C -2.39 1.96 2.20 -1.38
H -2.01 4.63 0.06 0.30
B -3.16 3.34 -0.93 0.16
F -4.98 -0.01 -1.34 -0.39
C 12.26 0.34 4.16 -0.63
H 9.74 0.49 2.11 0.29
C -8.13 3.04 -1.22 0.64
H -10.35 5.22 -0.51 0.22
H -7.32 2.54 -1.77 0.25
C 0.60 3.20 -2.21 -0.57
H -3.50 -0.55 -0.11 -0.01
H -8.26 4.86 -0.04 0.30
H -7.53 5.10 -1.63 0.35
N -8.37 2.25 -0.03 -0.50
H 12.11 -2.34 2.32 0.35
H -9.20 2.56 0.46 0.22
H -6.03 -6.55 0.59 0.34
H -3.84 -6.51 0.23 0.42
C -10.76 4.84 -1.45 -0.64
H -5.38 -0.64 1.88 0.34
C -6.18 -5.47 0.46 -0.74
C -5.40 -0.90 0.81 -1.05
C -9.31 3.10 -2.20 -0.85
H 1.85 -0.43 1.81 0.19
H -8.54 1.27 -0.27 0.26
C -7.60 4.41 -0.79 -1.31
O -10.56 3.46 -1.62 -0.38
H -2.55 1.29 3.05 0.42
H 2.79 2.71 -4.87 0.43
H 10.90 -3.54 2.80 0.37
O -4.95 -4.79 0.50 -0.30
C -4.46 -0.02 0.00 0.28
H 12.95 0.24 3.32 0.30
H -3.07 -3.37 -1.68 0.26
H 1.35 1.02 -1.12 0.31
H -6.42 -0.74 0.46 0.29
H 12.55 1.20 4.76 0.26
O -3.00 2.90 -2.24 -0.63
H 3.00 2.33 -3.15 0.29
H 9.65 -1.81 1.73 0.20
H 6.61 -0.37 1.28 0.25
C 4.45 -1.66 0.52 -0.03
H -0.05 4.05 -2.00 0.32
H 6.16 -3.63 -0.31 0.39
H -0.40 2.34 -4.51 0.34
C -4.70 -6.18 -2.37 -1.45
C -1.17 1.55 1.37 0.88
O -2.63 4.64 -0.68 -0.64
H -2.11 2.53 -2.37 0.45
C 5.13 -0.79 -1.61 -0.61
C 0.44 0.84 -1.71 -0.90
H -11.84 5.01 -1.46 0.26
H 5.34 -2.87 2.00 0.41
H -0.25 0.24 -1.12 0.28
```

The total charge is -1. As for the multiplicity: 1. The calculation puts the total energy at -2223.6944 Eh. The value obtained for the gap between HOMO and LUMO is 0.2150 hartree.

| no. | HOMO level (eV) |
| --- | --- |
| 1 | -10.00 |
| 2 | -9.18 |
| 3 | -7.93 |
| 4 | -3.92 |